Run w
The following is a quantum chemistry calculation of a 3-piece molecular cluster, C4H13NO3 overall, from the OMol25 dataset.

```
21
C4H13NO3 (ωB97M-V/def2-TZVPD)
O 2.6504 -1.7547 -0.1839
O 3.2014 0.3925 0.9468
O -3.1223 0.0591 0.2320
N -0.8047 0.0581 0.6715
C -1.9575 0.9073 0.1493
C 0.4797 0.5552 0.5853
C -1.7245 1.4328 -1.1543
C -0.7848 -1.2629 -0.0321
H 3.1193 -2.4283 -0.6830
H 0.7667 0.8234 -0.5435
H -2.1061 1.7150 0.9035
H -1.4768 -2.0576 0.4568
H 0.2556 -1.6624 -0.0857
H 4.0660 0.4465 1.3642
H 1.2094 -0.1831 0.8656
H 0.6699 1.5140 1.1584
H 3.1726 -0.4743 0.4198
H -2.3550 1.2795 -2.0433
H -3.3001 -0.3299 -0.6203
H -0.9585 2.1695 -1.3313
H -1.0008 -1.1997 -1.0756
```

Output
Orbital gap (eV): 3.012
E_LUMO (eV): -4.400
HOMO level (hartree): -0.2724
Multiplicity: 1

Run x
The following is a quantum chemistry calculation of a 3-piece molecular cluster, C4H13NO3 overall, from the OMol25 dataset.

```
21
C4H13NO3 (ωB97M-V/def2-TZVPD)
O 2.5105 -2.2266 -0.8064
O 2.9139 2.2085 -0.7044
O -2.1519 -1.2992 -2.2021
N -1.2451 0.1389 0.7836
C -1.8614 0.0547 -0.5161
C -0.9162 1.5336 1.3054
C -1.9489 -1.3264 -1.0222
C 0.0471 -0.5282 0.7708
H 3.2030 -2.8521 -0.9239
H -1.3602 0.6191 -1.2775
H 0.9174 0.1647 0.4512
H -3.0392 0.3162 -0.3633
H -0.0664 1.3258 2.0468
H 0.0901 -1.5101 0.1996
H 2.1092 -2.4235 0.0361
H 0.3394 -0.5838 1.9635
H -1.9533 -2.2106 -0.3321
H 2.3422 1.5428 -0.7502
H 2.4280 2.9929 -1.1998
H -1.7029 1.7832 2.0343
H -0.6553 2.2801 0.5066
```

Output
Orbital gap (eV): 9.641
E_LUMO (eV): 0.570
HOMO level (hartree): -0.3334
Multiplicity: 1
Structure (SMILES): CN(C)CC=O.O.O

Most stable structure, least stable structure: run x, run w.

Run w
The following is a quantum chemistry calculation of a 2-piece molecular cluster, C3H9NO overall, from the OMol25 dataset.

```
14
C3H9NO (ωB97M-V/def2-TZVPD)
O 0.0333 1.8085 2.7669
N -0.7132 0.4713 0.4981
C 0.4622 -0.7760 -1.4217
C 0.1869 0.4520 -0.5870
C 0.4541 -2.0793 -1.1137
H -1.6419 0.6593 0.1212
H 0.1183 1.5553 1.8348
H -0.8662 2.1381 2.8614
H 0.4661 -2.8561 -1.8755
H 0.3838 -2.5381 -0.1300
H -0.8117 -0.3547 1.0768
H 1.2469 0.7477 -0.3824
H -0.1201 1.2604 -1.2538
H 0.8013 -0.4883 -2.3950
```

Output
<S²>: 0.76
Orbital gap (spin up / spin down) (eV): 10.256 / 4.934
E_LUMO (spin up / spin down) (eV): -4.428 / -9.463
HOMO level (spin up / spin down) (hartree): -0.5396 / -0.5291
Multiplicity: 2
Net charge: +1

Run x
The following is a quantum chemistry calculation of a 2-piece molecular cluster, C3H9NO overall, from the OMol25 dataset.

```
14
C3H9NO (ωB97M-V/def2-TZVPD)
O 2.2038 0.0453 2.2120
N -1.1704 1.6806 -1.0826
C -0.0735 -1.6851 -0.2208
C -0.5636 0.4757 -1.1076
C -0.9237 -0.4834 -0.2021
H -1.6861 -0.3860 0.5653
H 2.8717 0.2270 1.5450
H 1.3715 0.0432 1.7311
H -0.6353 -2.5624 -0.6381
H 0.0668 0.3025 -1.9748
H 0.3807 -2.1043 0.6884
H -1.5829 2.0463 -0.2320
H 0.8086 -1.7394 -0.9261
H -1.4712 2.1497 -1.9294
```

Output
<S²>: 0.76
Orbital gap (spin up / spin down) (eV): 10.486 / 6.937
E_LUMO (spin up / spin down) (eV): -4.260 / -7.814
HOMO level (spin up / spin down) (hartree): -0.5419 / -0.5421
Multiplicity: 2
Net charge: +1

Most stable structure, least stable structure: run x, run w.

Run w
The following is a quantum chemistry calculation of C6H7NO in the gas phase, from the OMol25 dataset.

```
15
C6H7NO (ωB97M-V/def2-TZVPD)
O 1.6912 0.9298 1.3881
N -1.2049 -0.0260 -0.5015
C 0.1347 -1.9175 0.4807
C -0.0272 -0.4833 0.0668
C -0.2385 1.8890 0.2872
C -1.2972 1.2477 -0.5056
C 0.6536 -1.4885 -0.8737
C 0.7192 0.8139 0.6630
H 0.1297 -1.7052 -1.7852
H 0.4686 2.7366 -0.1642
H -0.7090 -2.5926 0.4029
H 0.7837 -2.1224 1.3663
H -2.2014 1.6177 -1.1181
H -0.5351 2.4212 1.1876
H 1.6327 -1.3206 -0.8942
```

Output
Orbital gap (eV): 10.278
E_LUMO (eV): 0.990
HOMO level (hartree): -0.3413
Multiplicity: 1
Structure (SMILES): O=C1CC=NC12CC2

Run x
The following is a quantum chemistry calculation of C6H7NO in the gas phase, from the OMol25 dataset.

```
15
C6H7NO (ωB97M-V/def2-TZVPD)
O -0.9414 1.2901 1.4419
N 0.9136 -1.2092 -1.4183
C 0.2221 0.6055 -0.4047
C -0.0719 -1.6603 -0.6112
C -1.4240 0.0534 1.0895
C 0.0964 1.6132 0.7140
C -0.2653 -0.6321 0.4258
C 1.4087 0.0528 -1.1671
H 0.6285 -0.8140 1.1816
H -0.3230 -2.7278 -0.5042
H 1.8570 0.5872 -2.0495
H 1.4932 -1.8153 -1.9484
H -0.6570 0.6115 -1.1530
H -2.0861 -0.4901 1.7893
H 0.4274 2.5966 0.7997
```

Output
Orbital gap (eV): 7.514
E_LUMO (eV): 0.446
HOMO level (hartree): -0.2597
Multiplicity: 1

Most stable structure, least stable structure: run w, run x.

Run w
The following is a quantum chemistry calculation of C6H7NO in the gas phase, from the OMol25 dataset.

```
15
C6H7NO (ωB97M-V/def2-TZVPD)
O -1.1483 0.8576 0.1366
N 3.7381 1.0520 0.6200
C -0.9848 -0.4692 -0.0052
C -2.0279 -1.5391 -0.1833
C 2.6677 0.9761 0.2019
C 0.1530 1.4778 0.2802
C 0.4602 -0.7363 -0.0414
C 1.2737 0.5718 -0.2267
H -2.8283 -1.3026 -0.9469
H -2.5208 -1.6373 0.8625
H 0.2257 1.5575 1.3204
H -1.4605 -2.4477 -0.3004
H 1.0147 -1.6023 -0.1798
H 1.2303 0.6970 -1.3542
H 0.2072 2.5448 -0.1836
```

Output
Orbital gap (eV): 9.195
E_LUMO (eV): 0.756
HOMO level (hartree): -0.3101
Multiplicity: 1
Structure (SMILES): CC1=C[C@H](C#N)CO1

Run x
The following is a quantum chemistry calculation of C6H7NO in the gas phase, from the OMol25 dataset.

```
15
C6H7NO (ωB97M-V/def2-TZVPD)
O 0.8534 -0.0508 2.4173
N 0.9059 0.5147 -1.2125
C -0.0702 -1.4848 -0.0074
C 1.1332 -0.6034 -0.1076
C -0.1875 1.4302 -0.5402
C -0.6528 0.5476 0.6477
C -1.1077 -0.8009 0.3575
C 0.7009 0.0127 1.1854
H 0.2783 -0.0010 -1.9896
H -2.1787 -1.1266 0.2127
H -0.9935 1.5282 -1.2877
H 0.0606 -2.4783 -0.4365
H -1.1405 1.1691 1.5327
H 0.2525 2.4982 -0.1288
H 2.1461 -1.1551 -0.6430
```

Output
Orbital gap (eV): 10.152
E_LUMO (eV): 0.803
HOMO level (hartree): -0.3436
Multiplicity: 1
Structure (SMILES): O=C1[C@@H]2C=C[C@H]1NC2

Run y
The following is a quantum chemistry calculation of a 2-piece molecular cluster, C6H7NO overall, from the OMol25 dataset.

```
15
C6H7NO (ωB97M-V/def2-TZVPD)
O 2.7220 0.3084 -0.4591
N 0.8788 -1.2374 -0.2272
C 1.6902 -0.1523 0.1343
C 0.0647 1.3322 0.3232
C -0.3496 -0.9192 0.5538
C 0.5151 0.2234 1.1331
C -0.8801 0.9949 -0.5476
C -1.4986 -0.3988 -0.2719
H 1.1011 -1.3520 -1.7141
H -0.5879 -1.8258 1.2572
H -2.6442 -0.1327 0.0088
H 0.9888 0.4090 2.0691
H -1.3733 1.4758 -1.3106
H 0.6512 2.2493 0.3115
H -1.2781 -0.9749 -1.2604
```

Output
Orbital gap (eV): 9.268
E_LUMO (eV): 0.120
HOMO level (hartree): -0.3362
Multiplicity: 1

Most stable structure, least stable structure: run w, run y.